[1]
This record from the OMol25 dataset describes a 2-piece molecular cluster, C6H10INO2S overall in a non-equilibrium geometry. The level of theory is ωB97M-V with the def2-TZVPD basis set.

```
21
Properties=species:S:1:pos:R:3:forces:R:3:lowdin_charge:R:1
C -0.71816 -0.87484 -1.39236 1.987 -1.157 -3.945 -0.194
C -0.02540 -1.12920 -2.38523 -1.895 0.457 1.785 -0.480
C -1.24875 0.97805 0.16848 -2.625 0.172 1.818 -0.187
C -0.12343 0.93209 1.17884 1.758 -1.769 -2.945 -0.128
C -1.55303 -0.42217 -0.40409 -1.072 -0.712 3.077 -0.185
C 1.27081 1.20087 0.40386 -0.720 0.838 1.568 -0.451
N -1.32183 -1.77124 1.17622 -2.424 1.562 -0.945 -0.605
O 2.06139 1.84602 1.39054 2.907 0.980 -0.735 -0.076
O 1.92495 0.06443 -0.08885 0.599 -1.700 2.236 -0.058
S 0.99882 -1.37052 -3.72846 -1.812 -0.292 -0.064 0.814
I -0.66193 -3.57137 0.57932 0.252 -0.323 -0.347 0.691
H -1.13624 1.72354 -0.64296 -0.191 -0.431 0.379 0.122
H -2.16591 1.23164 0.84118 1.161 -0.112 -1.599 0.140
H -0.24167 1.51404 2.04152 -0.052 1.334 0.817 0.093
H -0.28976 -0.12041 1.47467 1.307 0.423 0.517 0.067
H -2.62726 -0.67282 -0.42016 0.693 0.188 -0.659 0.121
H 1.11318 1.95222 -0.43637 0.106 -1.345 0.547 0.159
H -2.36351 -1.96626 1.38061 1.901 0.499 -0.450 -0.021
H 2.99692 2.15254 1.02456 -3.058 -1.151 0.793 0.159
H 2.17023 -0.55538 0.73678 -1.006 2.159 -2.623 0.182
H 1.94057 -1.14122 -2.89812 2.185 0.382 0.773 -0.165
```
Positions in Å, forces in eV/Å.

Values from the calculation:
- LUMO (alpha / beta): -0.30 / -0.30 eV
- Total charge: 0
- Energy above the lowest of the compared OMol25 structures with the same formula, charge and spin: 97.2 kcal per mole
- Spin multiplicity: 1
- E: -30899.3020 eV
- E_HOMO (alpha / beta): -8.198 / -8.199 eV
- Frontier orbital gap (alpha / beta): 7.902 / 7.903 eV

=====

[2]
This record from the OMol25 dataset describes one molecule with the formula C4H5NO in a non-equilibrium geometry. The level of theory is ωB97M-V with the def2-TZVPD basis set.

```
11
Properties=species:S:1:pos:R:3:forces:R:3:lowdin_charge:R:1
N -3.08358 0.53681 -0.48989 1.115 -0.277 -0.147 0.142
C -1.96236 0.30698 -0.65638 -0.974 0.214 0.156 -0.220
C -0.53028 0.06587 -0.85472 0.043 -0.033 -0.044 -0.116
C 0.28267 0.34966 0.40545 -0.249 0.028 0.027 -0.305
C 1.31545 -0.57266 0.88177 -0.010 -0.255 0.148 -0.106
O 1.65104 0.61058 0.16967 0.155 0.128 -0.075 -0.033
H -0.18076 0.73254 -1.65061 -0.051 -0.047 0.109 0.133
H -0.38254 -0.96135 -1.20541 -0.016 0.160 0.069 0.126
H -0.19807 1.01414 1.12547 0.119 -0.085 -0.139 0.148
H 1.59687 -0.58011 1.93472 -0.071 0.017 -0.186 0.114
H 1.49155 -1.50245 0.33991 -0.061 0.149 0.081 0.117
```
Positions in Å, forces in eV/Å.

Values from the calculation:
- Structure (SMILES): N#CC[C@H]1CO1
- LUMO: 0.83 eV
- Total charge: 0
- Energy above the lowest of the compared OMol25 structures with the same formula, charge and spin: 37.6 kcal per mole
- Spin multiplicity: 1
- E: -7764.8980 eV
- E_HOMO: -10.973 eV
- Frontier orbital gap: 11.801 eV

=====

[3]
This record from the OMol25 dataset describes a 3-piece molecular cluster, C5H9F2NO overall in a non-equilibrium geometry. The level of theory is ωB97M-V with the def2-TZVPD basis set.

```
18
Properties=species:S:1:pos:R:3:forces:R:3:lowdin_charge:R:1
C 2.48640 1.43343 0.28694 -0.210 -0.225 -0.202 -0.062
C 1.98186 0.16558 -0.38789 0.563 0.203 0.221 -0.220
O 0.60161 0.27649 -0.73808 -0.391 -0.094 -0.661 -0.036
C -0.25518 0.28074 0.25602 -0.292 0.628 1.464 -0.265
N -1.44147 0.71300 0.08287 0.323 0.399 -0.629 0.049
F -2.19034 0.65078 1.24695 0.395 -0.218 0.135 -0.056
H 2.30890 2.29293 -0.35501 0.012 0.065 -0.034 0.086
H 1.97755 1.59931 1.23475 0.011 0.030 0.082 0.075
H 3.55257 1.34909 0.47607 0.114 -0.006 0.041 0.081
H 2.13549 -0.70667 0.25950 -0.076 0.024 -0.133 0.124
H 2.49156 0.00563 -1.33948 -0.081 -0.086 0.163 0.128
H 0.09378 -0.03658 1.24650 -0.162 0.011 -0.198 0.162
C -2.61662 -2.21529 0.40787 0.477 0.150 -0.011 0.033
C -1.47406 -2.13355 0.06787 -0.487 -0.895 0.013 -0.014
H -3.61831 -2.18240 0.72080 -0.550 -0.031 0.145 0.027
H -0.49193 -2.21430 -0.29740 0.455 0.027 -0.205 0.027
F -3.05923 0.21502 -1.93390 -0.001 0.120 0.014 -0.138
H -2.48255 0.50679 -1.23438 -0.103 -0.102 -0.207 -0.002
```
Positions in Å, forces in eV/Å.

Values from the calculation:
- Structure (SMILES): CCO/C=N/F.C#C.F
- LUMO: 0.64 eV
- Total charge: 0
- Energy above the lowest of the compared OMol25 structures with the same formula, charge and spin: 78.4 kcal per mole
- Spin multiplicity: 1
- E: -14298.7683 eV
- E_HOMO: -10.219 eV
- Frontier orbital gap: 10.855 eV